This record from OMol25 describes a molecular structure, C37H99F3N9O13SV in a non-equilibrium geometry. The level of theory is ωB97M-V/def2-TZVPD.

Charge = +1
HOMO (alpha / beta) = -10.403 / -10.403 eV
LUMO (alpha / beta) = -0.1707 / -0.1591 hartree
2S+1 = 2

The geometry in XYZ format:
```
163
Properties=species:S:1:pos:R:3:forces:R:3:mulliken_charge:R:1
O 0.65562 15.59331 2.29696 -0.956 0.175 -0.196 -0.66
V 0.43871 17.11765 2.46408 3.653 0.114 1.460 0.62
C 4.77885 17.16553 2.09805 -0.368 0.032 -0.259 -0.63
F 6.05237 17.25756 2.41892 0.138 0.354 0.026 0.05
F 4.43579 18.07169 1.16572 0.391 0.167 0.223 -0.01
F 4.56419 15.96441 1.57552 -0.197 -0.210 0.059 -0.25
S 3.70294 17.42059 3.56451 -0.467 -0.568 1.606 0.03
O 4.11135 18.59618 4.28312 -0.084 0.298 -0.926 0.19
O 2.37394 17.57447 2.93074 -0.977 0.710 -1.115 1.37
O 3.75596 16.21528 4.32677 0.257 -0.377 -0.106 -0.05
C 6.43159 16.64575 6.03954 -0.134 0.984 -0.032 -0.45
C 7.89732 16.62872 6.41647 0.335 -0.431 1.223 1.02
C 8.68351 17.64725 5.63289 -0.793 -0.005 -0.848 0.09
O 10.04272 17.30559 5.57171 0.131 0.151 0.443 -0.51
C 10.81126 18.35069 5.01459 0.207 0.074 0.805 -0.65
N 7.99268 16.92167 7.86516 0.022 0.397 -0.178 -0.71
H 6.26806 16.49331 4.97328 -0.006 -0.562 0.107 -0.06
H 6.03995 17.65486 6.22618 0.190 0.026 0.033 0.20
H 5.82246 16.00657 6.67788 0.097 -0.433 -0.300 -0.30
H 8.37811 15.65480 6.23949 -0.331 -0.027 -0.382 -0.21
H 8.48187 18.65922 6.01248 0.273 -0.090 0.264 0.37
H 8.28001 17.65118 4.60142 0.056 -0.098 0.107 -0.51
H 11.83523 17.99500 4.91231 -0.081 -0.181 -0.458 0.43
H 10.89602 19.17319 5.73895 -0.301 0.184 -0.207 0.31
H 10.36487 18.70879 4.08319 0.351 -0.214 0.088 -0.01
H 7.68243 16.14514 8.43601 0.025 -0.087 -0.116 0.28
H 8.95018 17.12447 8.13062 -0.009 -0.089 -0.042 0.25
C 2.88679 17.47979 7.45752 0.157 0.540 -0.018 -0.12
C 3.03950 17.17025 8.94523 0.575 0.170 -0.225 -0.13
C 2.18614 15.99578 9.32793 -0.318 -0.839 0.215 -0.36
O 0.82194 16.33793 9.15729 -0.149 0.196 -0.110 -0.40
C -0.03876 15.44228 9.81034 -0.132 -0.663 0.289 -0.92
N 4.43850 16.87637 9.30287 -0.375 -0.154 -0.244 -0.67
H 1.86317 17.82278 7.25497 0.018 -0.342 -0.183 0.16
H 3.20522 16.62301 6.85712 -0.388 -0.083 -0.042 -0.28
H 3.54983 18.28730 7.12990 -0.006 0.074 0.264 0.51
H 2.68213 18.01106 9.54603 0.172 0.083 -0.041 0.38
H 2.37683 15.67477 10.35981 0.043 0.305 0.061 0.59
H 2.38699 15.10100 8.71252 0.140 0.287 -0.079 -0.24
H -0.04135 15.60730 10.89400 -0.053 0.081 -0.071 0.37
H 0.23834 14.38841 9.65082 0.187 0.158 -0.099 0.31
H -1.05268 15.53443 9.42047 0.036 0.341 0.027 0.31
H 5.04399 17.59957 8.92288 0.024 0.017 0.151 0.42
H 4.70136 16.03468 8.79106 0.112 0.036 0.147 -0.02
C 6.80718 19.62322 -0.63103 -0.788 0.010 0.101 -1.09
C 7.23070 18.42032 -1.44176 -0.391 -0.049 -1.095 0.71
C 6.39168 17.20863 -1.07520 0.709 -0.441 0.810 0.78
O 6.69684 16.14107 -1.94396 0.242 0.450 0.144 -0.48
C 6.00103 14.96807 -1.62711 -0.678 0.234 -0.286 -0.59
N 7.04829 18.73854 -2.85878 0.025 0.465 -0.266 -0.76
H 6.89547 19.47233 0.44342 0.321 0.048 0.084 -0.17
H 5.73011 19.76568 -0.81094 0.088 0.056 0.023 0.33
H 7.28140 20.55067 -0.94230 0.326 -0.119 0.067 0.44
H 8.29264 18.18805 -1.32696 -0.046 -0.079 0.310 0.11
H 5.31521 17.44266 -1.09353 0.057 0.025 -0.197 -0.10
H 6.65936 16.89621 -0.05081 -0.224 0.066 -0.029 -0.48
H 4.92791 15.20706 -1.54389 -0.025 -0.210 -0.138 0.19
H 6.27687 14.50149 -0.67638 0.398 0.059 -0.041 0.19
H 6.16601 14.31261 -2.47610 -0.085 -0.363 0.194 0.33
H 6.21921 19.30104 -3.01281 0.011 -0.014 0.085 0.28
H 6.96794 17.91854 -3.44509 0.145 -0.143 0.154 0.27
C -0.31318 21.15799 0.68825 -0.497 0.598 -0.861 -1.41
C -0.21931 19.67929 0.94409 -0.526 -0.804 -0.100 0.31
C 0.74316 18.96442 0.02460 1.376 -0.107 0.019 -0.77
O 0.91887 17.57920 0.45245 -0.935 0.890 0.046 -0.15
C 1.75704 16.86191 -0.45735 0.888 -1.338 0.688 -0.93
N 0.06074 19.35973 2.36062 -0.108 -0.415 0.371 0.12
H -0.64729 21.39410 -0.32829 0.099 -0.331 -0.038 0.48
H 0.63684 21.67980 0.79915 0.039 -0.124 0.361 0.16
H -1.08665 21.61270 1.30782 0.240 -0.011 0.300 0.41
H -1.15542 19.14422 0.72110 -0.274 0.599 0.099 0.29
H 1.75176 19.39886 0.01504 -0.122 0.137 0.213 0.30
H 0.41374 18.95253 -1.01494 -0.323 0.065 0.092 0.58
H 1.27941 16.66277 -1.41291 -0.146 0.383 -0.028 0.42
H 1.98657 15.90305 0.01484 -0.357 -0.002 -0.033 0.25
H 2.74480 17.31838 -0.54214 -0.287 0.507 -0.251 0.30
H 0.83161 19.94156 2.79478 -0.038 -0.170 -0.519 -0.08
H -0.72395 19.66962 2.93614 -0.168 -0.024 -0.331 0.43
C 9.20040 13.35428 3.64626 0.417 -0.814 -0.673 -0.80
C 10.51061 14.12590 3.56718 -0.430 0.555 0.829 0.24
C 10.32848 15.41246 2.76579 0.727 0.300 0.152 0.16
O 9.94625 15.15674 1.43364 -0.240 -0.025 0.234 -0.43
C 9.37698 16.27764 0.79712 0.194 -0.527 -0.282 -0.22
N 10.92437 14.47407 4.95975 0.097 0.240 -0.901 -0.76
H 9.39386 12.31110 3.90668 -0.051 0.073 0.228 0.37
H 8.71818 13.31994 2.66549 -0.063 0.159 0.094 0.37
H 8.51822 13.77106 4.38596 -0.010 0.184 -0.023 -0.22
H 11.32438 13.55972 3.11183 -0.210 -0.249 -0.064 0.37
H 11.29526 15.95160 2.75799 -0.108 -0.024 0.026 0.43
H 9.63579 16.07326 3.31234 -0.299 -0.148 -0.288 -0.40
H 8.52531 16.63416 1.38786 0.029 0.275 -0.113 -0.08
H 9.04716 15.92905 -0.18287 -0.194 0.080 0.048 0.29
H 10.11371 17.06905 0.61026 -0.055 0.120 0.294 0.28
H 10.08820 14.73610 5.47056 -0.017 -0.117 0.024 0.31
H 11.39950 15.37199 4.87550 0.292 -0.226 0.349 0.32
C 5.82313 12.70048 5.05638 0.210 -0.363 0.506 -1.43
C 4.30904 12.54220 5.00076 -0.057 0.593 -1.228 0.58
C 3.68049 13.03727 6.27694 0.225 0.518 0.556 0.05
O 4.25166 12.33786 7.36030 -0.110 -0.296 -0.195 -0.46
C 3.77180 12.76188 8.59277 0.055 -0.290 1.082 -0.47
N 3.73037 13.27919 3.84996 -0.149 0.579 -0.051 -0.57
H 6.31040 12.38142 4.13382 -0.122 -0.188 0.004 0.52
H 6.19846 12.10887 5.89546 0.203 -0.041 -0.213 0.53
H 6.14984 13.73036 5.23479 -0.365 0.106 -0.007 0.04
H 4.01645 11.50768 4.80847 0.311 -0.169 0.434 0.27
H 2.58414 12.96342 6.30107 0.052 -0.211 -0.183 0.58
H 3.93443 14.10776 6.40840 -0.108 0.007 -0.209 -0.47
H 4.22260 12.14842 9.37695 0.154 -0.067 -0.218 0.37
H 2.68931 12.61219 8.71958 -0.039 0.255 -0.308 0.26
H 4.04596 13.79748 8.84174 -0.121 -0.010 -0.301 0.10
H 4.43841 13.38960 3.12866 -0.023 -0.426 -0.019 0.26
H 3.54176 14.25517 4.07641 0.053 -0.348 0.317 -0.24
C 3.35307 22.47362 2.85282 -0.403 0.146 -0.259 -1.33
C 2.50409 22.22846 4.08085 0.305 0.126 0.071 0.83
C 1.46269 23.30167 4.27098 -0.542 -0.752 -0.479 -0.97
O 0.77443 23.02247 5.47202 0.333 0.306 0.319 -0.30
C -0.08704 24.07000 5.85928 -1.120 -0.059 -0.527 -0.80
N 1.83942 20.91566 3.94068 0.544 -0.615 1.079 -0.34
H 3.88881 23.41626 2.95112 0.189 -0.083 -0.088 0.49
H 2.70138 22.54025 1.97472 0.056 0.080 -0.001 0.17
H 4.04243 21.65137 2.66642 0.195 0.054 0.155 0.27
H 3.13962 22.27066 4.97554 0.015 -0.256 -0.046 0.06
H 0.73629 23.17659 3.44883 0.114 0.438 -0.095 0.28
H 1.91259 24.29665 4.23142 -0.044 0.054 0.196 0.44
H -0.91218 23.64719 6.43483 0.316 -0.055 0.335 0.26
H -0.59571 24.48578 4.97583 0.275 0.146 0.031 0.33
H 0.38774 24.88041 6.41290 0.257 -0.119 0.000 0.29
H 2.59235 20.21914 3.98787 -0.021 0.096 -0.308 -0.38
H 1.37343 20.72424 4.83485 -0.207 0.340 -0.225 0.29
C 0.79306 15.00296 5.52266 0.326 0.157 -0.143 -0.72
C -0.32930 15.99822 5.23833 1.038 -0.669 0.355 -0.22
C -1.03359 16.34173 6.53382 -0.013 0.336 -0.541 -0.43
O -1.91959 17.40017 6.23504 -0.451 0.329 0.218 -0.40
C -2.70245 17.81261 7.35980 0.652 0.600 -0.129 -0.77
N 0.23698 17.25559 4.64883 -1.392 0.619 -0.348 0.52
H 1.48285 14.87549 4.68615 -0.345 -0.075 -0.202 -0.03
H 0.34590 14.03577 5.74809 0.146 -0.032 0.138 0.74
H 1.43976 15.33707 6.33862 -0.325 -0.060 0.191 0.06
H -0.97650 15.51070 4.50649 -0.319 0.441 -0.008 0.49
H -0.27098 16.68520 7.24484 -0.192 -0.226 0.182 -0.09
H -1.56530 15.46639 6.91562 0.044 -0.036 0.108 0.62
H -2.98721 18.85568 7.21154 -0.329 -0.200 -0.354 0.28
H -2.07772 17.87062 8.25932 -0.136 -0.530 0.042 0.29
H -3.57309 17.16832 7.46334 -0.001 0.006 0.256 0.28
H 0.94747 17.62671 5.28946 0.606 -0.569 -0.564 -0.60
H -0.48210 17.97680 4.82106 -0.198 -0.396 -0.149 0.45
C 8.23535 21.83011 5.47792 -0.542 -0.015 -0.009 -1.49
C 7.22084 21.25050 4.48343 1.057 0.271 -0.304 0.33
C 7.95476 20.34625 3.49645 -1.040 -1.026 0.435 2.01
O 8.82324 21.12371 2.73018 0.028 -0.006 -0.423 -0.49
C 9.88654 20.38514 2.17866 0.781 0.117 -0.045 -0.71
N 6.21312 20.52275 5.22677 -0.825 -0.304 -0.007 -0.04
H 7.68851 22.38887 6.24212 0.185 0.097 0.018 0.44
H 8.94727 22.48797 4.98604 0.003 0.015 -0.019 0.36
H 8.76989 21.02015 5.97724 -0.001 0.004 0.008 0.17
H 6.85724 22.06878 3.84097 -0.295 0.065 0.257 0.23
H 7.18593 19.81706 2.89142 0.169 0.332 -0.323 -0.74
H 8.44523 19.50178 4.00597 0.201 0.687 0.035 -0.88
H 10.66232 20.20340 2.93576 -0.189 -0.029 -0.139 0.41
H 10.37587 20.95484 1.38780 -0.289 0.228 0.027 0.33
H 9.58997 19.42994 1.73762 -0.274 -0.089 0.095 0.17
H 5.68938 21.14915 5.82933 0.291 0.048 0.144 0.33
H 5.48961 20.04221 4.68336 0.709 0.207 -0.131 -0.34
```
Forces are in eV/Å.